1.
C25H33NdO2 as an isolated structure in a non-equilibrium geometry, computed with the ωB97M-V functional and the def2-TZVPD basis.

Summary:
Kohn-Sham gap (alpha / beta)   7.09 / 7.07 eV
Maximum force   0.0703 Eh/bohr
Total energy   -45829.452 eV
Total charge   0
Multiplicity   4
E_HOMO (alpha / beta)   -6.87 / -6.86 eV

Each line ends with the Löwdin spin population.
Cartesian coordinates (Å):
O 0.5269 3.7256 -0.8876  0.00
C -0.3442 4.4602 -1.8568  0.00
C 0.5617 5.6838 -1.9039  0.00
H -1.3381 4.6814 -1.4427  0.00
H -0.4248 4.0027 -2.8542  0.00
C 1.3893 4.8996 -0.8470  0.00
H 0.1420 6.5969 -1.4773  0.00
H 1.1129 5.8610 -2.8373  0.00
C 1.3623 5.6644 0.4584  0.00
H 0.3345 5.7441 0.8226  0.00
H 1.7817 6.6688 0.2734  0.00
H 1.9715 5.1561 1.2096  0.00
C 2.7923 4.6654 -1.3366  0.00
H 2.8448 4.0409 -2.2330  0.00
H 3.4167 4.2244 -0.5588  0.00
H 3.2511 5.6280 -1.5797  0.00
Nd 0.1522 -1.6063 0.6634  3.06
C 1.4344 -3.8579 -0.0309  -0.01
C 0.2227 -3.9268 -0.7702  0.00
C 0.2241 -2.8840 -1.7381  0.00
H -0.5644 -4.6648 -0.6372  0.00
C 1.4704 -2.1818 -1.6131  0.00
C 2.2063 -2.7736 -0.5501  -0.01
H 3.2025 -2.4683 -0.2279  0.00
H 1.7387 -4.5475 0.7549  0.00
H -0.5611 -2.6930 -2.4690  0.00
H 1.8498 -1.4147 -2.2871  0.00
C 0.8597 -2.7748 2.9047  0.00
C 2.0156 -2.0925 2.4220  0.00
C 1.7771 -0.6845 2.5180  0.00
H 2.9316 -2.5600 2.0685  0.00
C 0.4780 -0.5027 3.1002  -0.01
C -0.0858 -1.7945 3.3258  0.00
H -1.0644 -2.0066 3.7556  0.00
H 0.7171 -3.8514 2.9375  0.00
H 2.4913 0.0999 2.2623  0.00
H 0.0345 0.4530 3.3863  0.00
O -0.7795 0.5160 -0.1576  0.00
C 0.5334 0.9586 -0.7207  0.00
C 0.4057 0.8480 -2.2371  0.00
H 1.4009 0.4609 -0.2248  0.00
H 0.6524 2.0031 -0.4438  0.00
C -1.0450 1.3362 -2.3555  0.00
H 0.4484 -0.1796 -2.6000  0.00
H 1.1045 1.5011 -2.7768  0.00
C -1.8245 0.7289 -1.1778  0.00
H -1.5011 1.2016 -3.3318  0.00
H -0.9935 2.4011 -2.1361  0.00
H -2.2926 -0.2245 -1.4651  0.00
H -2.5582 1.3833 -0.7004  0.00
C -4.0546 -4.8713 1.8274  0.00
C -2.7527 -5.3612 1.9982  0.00
C -1.6534 -4.5045 1.7357  0.00
C -1.8896 -3.2235 1.2995  -0.01
C -3.1461 -2.7166 1.0979  0.00
C -4.2589 -3.5501 1.4030  0.00
H -4.9114 -5.5259 2.0211  0.00
H -2.5735 -6.3886 2.3281  0.00
H -0.6452 -4.9017 1.8709  0.00
H -3.3021 -1.7014 0.7186  0.00
H -5.2745 -3.1602 1.3025  0.00

***

2.
C25H33O2SeV as an isolated structure in a non-equilibrium geometry, computed with the ωB97M-V functional and the def2-TZVPD basis.

Summary:
Kohn-Sham gap (alpha / beta)   6.13 / 7.42 eV
Maximum force   0.0757 Eh/bohr
Energy relative to the best compared isomer or geometry (same formula, charge and spin)   126.8 kJ/mol
Total energy   -121579.844 eV
Total charge   +1
Multiplicity   2
E_HOMO (alpha / beta)   -10.71 / -10.74 eV

Each line ends with the Löwdin spin population.
Cartesian coordinates (Å):
O -0.8186 1.4521 -5.4351  0.00
C 0.4191 2.2435 -5.5696  0.00
C -0.2727 3.5127 -5.0175  0.00
H 0.7647 2.3247 -6.6257  0.00
H 1.2106 1.8417 -4.9147  0.00
C -1.5604 2.6219 -4.9442  0.00
H -0.2478 4.3158 -5.7562  0.00
H 0.1207 3.7849 -4.0286  0.00
C -2.6933 2.9232 -5.8934  0.00
H -2.3360 3.0607 -6.9101  0.00
H -3.2410 3.8047 -5.5720  0.00
H -3.4093 2.0955 -5.9042  0.00
C -2.0280 2.2449 -3.5465  0.00
H -1.1896 1.8184 -2.9815  0.00
H -2.8072 1.4592 -3.5818  0.00
H -2.3904 3.1131 -2.9988  0.00
V 0.7035 -0.8047 -1.1040  1.70
C 0.8758 0.9513 0.3929  -0.06
C 1.7672 -0.1121 0.6619  -0.03
C 2.6972 -0.2082 -0.4252  -0.03
H 1.7944 -0.7063 1.5654  0.00
C 2.2300 0.6559 -1.4596  -0.02
C 1.0646 1.3490 -0.9642  -0.02
H 0.4792 2.1095 -1.4786  0.00
H 0.3239 1.4884 1.1659  0.00
H 3.6105 -0.8048 -0.4489  0.00
H 2.6651 0.7961 -2.4403  0.00
C -1.1870 -1.7513 0.7636  -0.03
C -1.2328 -0.3608 0.5842  -0.11
C -1.4217 -0.0912 -0.8191  -0.05
H -1.3610 0.3491 1.4016  0.00
C -1.5654 -1.3598 -1.4885  -0.03
C -1.3899 -2.3836 -0.4937  -0.10
H -1.5534 -3.4436 -0.6680  0.00
H -1.1218 -2.2399 1.7298  0.00
H -1.6007 0.8783 -1.2689  0.00
H -1.9191 -1.4485 -2.5071  0.00
O 1.1122 -1.5686 -3.5138  0.01
C 0.0692 -1.4294 -4.5388  0.00
C 0.4935 -2.2146 -5.7890  0.00
H -0.1284 -0.3635 -4.6777  0.00
H -0.8177 -1.9137 -4.1401  0.00
C 1.6229 -3.1381 -5.3461  0.00
H 0.7733 -1.4877 -6.5564  0.00
H -0.3059 -2.8525 -6.1846  0.00
C 1.7268 -2.8747 -3.8399  0.00
H 2.5258 -2.9365 -5.9276  0.00
H 1.3802 -4.2064 -5.4850  0.00
H 2.7179 -2.9584 -3.3936  0.00
H 1.1241 -3.6455 -3.3383  0.00
Se 1.8557 -3.0753 -0.4327  -0.19
C 2.0882 -3.2334 1.4591  -0.01
C 1.0579 -3.7609 2.2710  -0.01
C 1.1544 -3.6277 3.6537  0.00
C 2.2971 -3.0584 4.2270  -0.02
C 3.3951 -2.7024 3.4379  0.00
C 3.3094 -2.8330 2.0543  -0.01
H 0.2275 -4.2744 1.7842  0.00
H 0.3448 -4.0031 4.2759  0.00
H 2.3309 -2.9007 5.3010  0.00
H 4.3189 -2.3410 3.8898  0.00
H 4.1651 -2.6169 1.4156  0.00

***

3.
A 6-piece molecular cluster, C25H34BN8O2 overall in a non-equilibrium geometry, computed with the ωB97M-V functional and the def2-TZVPD basis.

Summary:
Kohn-Sham gap   3.57 eV
Maximum force   0.1210 Eh/bohr
Energy relative to the best compared isomer or geometry (same formula, charge and spin)   587.2 kJ/mol
Total energy   -43156.755 eV
Total charge   +1
Multiplicity   1
E_HOMO   -9.57 eV

Each line ends with the Löwdin charge.
Cartesian coordinates (Å):
N -0.1651 -1.8205 1.5402  -0.02
C -1.1121 -2.3610 0.4482  -0.19
C -0.2798 -3.6589 -0.2085  -0.12
C -0.5382 -5.0555 0.5069  0.09
C 0.3128 -6.2981 -0.1020  0.12
C 1.2290 -5.7633 -1.3074  0.03
B 2.2299 -6.8639 -2.0495  -0.36
O 2.1792 -7.2415 -3.4756  0.09
O 3.2203 -7.5377 -1.1431  0.05
N 1.2208 -4.3797 -1.7740  0.02
N 0.5541 -3.2902 -1.3433  0.13
H 0.7689 -1.7731 1.0316  0.06
H -0.0323 -2.6423 2.1969  0.08
H -2.0705 -2.7494 1.0411  0.14
H -1.3653 -1.5375 -0.3437  0.12
H -1.2853 -5.1528 1.4009  0.14
H 0.2932 -7.3931 0.2960  0.15
H 3.0699 -7.6933 -3.6558  0.15
H 3.6382 -6.8095 -0.5663  0.13
H 1.8547 -4.1726 -2.6070  0.20
N -3.7104 2.9761 0.8290  -0.01
C -4.1037 2.1319 -0.1766  -0.19
C -3.3017 1.0134 -0.1314  -0.10
C -2.3968 1.1866 0.9430  -0.11
C -2.6735 2.4056 1.5204  -0.11
H -4.1216 3.8784 1.0301  0.16
H -4.9173 2.3994 -0.8375  0.11
H -3.3628 0.1640 -0.7992  0.09
H -1.6267 0.4960 1.2617  0.07
H -2.2216 2.9152 2.3609  0.12
N 3.2187 -0.7349 2.2702  -0.01
C 3.3460 0.5535 1.8204  -0.13
C 4.5788 1.0225 2.2161  -0.11
C 5.2199 -0.0219 2.9243  -0.13
C 4.3587 -1.0962 2.9399  -0.14
H 2.4104 -1.3269 2.1291  0.11
H 2.5501 1.0256 1.2603  0.11
H 4.9742 2.0097 2.0152  0.10
H 6.2040 0.0064 3.3738  0.10
H 4.4587 -2.0836 3.3704  0.11
N 7.3196 0.2692 0.4291  0.00
C 8.6077 0.0278 0.8303  -0.14
C 9.4440 0.8202 0.0760  -0.11
C 8.6311 1.5702 -0.8072  -0.12
C 7.3237 1.2123 -0.5655  -0.15
H 6.4950 -0.1779 0.8082  0.11
H 8.8186 -0.6864 1.6149  0.10
H 10.5229 0.8552 0.1542  0.09
H 8.9636 2.2940 -1.5400  0.09
H 6.3984 1.5461 -1.0159  0.10
N -2.0592 5.0442 -2.3645  0.00
C -1.7924 6.3039 -2.8340  -0.14
C -2.4335 7.2075 -2.0164  -0.11
C -3.1058 6.4670 -1.0150  -0.11
C -2.8552 5.1340 -1.2523  -0.14
H -1.7210 4.1831 -2.7740  0.15
H -1.1721 6.4490 -3.7084  0.11
H -2.4176 8.2839 -2.1283  0.09
H -3.7074 6.8634 -0.2072  0.09
H -3.1754 4.2441 -0.7271  0.06
N -6.9948 1.0751 0.0853  0.00
C -7.7887 1.5236 -0.9379  -0.14
C -9.0030 0.8806 -0.8477  -0.11
C -8.9412 0.0182 0.2729  -0.12
C -7.6911 0.1606 0.8321  -0.14
H -6.0442 1.3730 0.2623  0.08
H -7.4221 2.2589 -1.6416  0.10
H -9.8430 1.0186 -1.5160  0.09
H -9.7246 -0.6358 0.6336  0.09
H -7.2381 -0.3102 1.6943  0.10

***

4.
C25H34CoN2O5P as an isolated structure, computed with the ωB97M-V functional and the def2-TZVPD basis.

Summary:
Kohn-Sham gap (alpha / beta)   9.62 / 8.88 eV
Maximum force   0.0073 Eh/bohr
Energy relative to the best compared isomer or geometry (same formula, charge and spin)   13.1 kJ/mol
Total energy   -86607.165 eV
Total charge   +1
Multiplicity   4
E_HOMO (alpha / beta)   -11.69 / -12.04 eV

Each line ends with the Löwdin spin population.
Cartesian coordinates (Å):
Co -0.4072 -0.0896 0.6852  2.73
C 0.4342 -1.1133 3.4678  0.01
O -0.6604 -0.7166 2.6243  0.04
C -1.8105 -1.6027 2.6907  0.00
C -1.6639 -2.6043 1.5816  0.00
O -1.5918 -1.8864 0.3418  0.03
C -2.8438 -1.8231 -0.3634  0.00
H 0.1080 -1.0983 4.5055  0.00
H 1.2318 -0.3883 3.3213  0.00
H 0.7853 -2.1094 3.1923  0.00
H -2.6855 -0.9678 2.5524  0.00
H -1.8438 -2.0761 3.6723  0.00
H -2.4944 -3.3125 1.5656  0.00
H -0.7318 -3.1662 1.6677  0.00
H -3.1379 -2.8332 -0.6486  0.00
H -2.6726 -1.2278 -1.2572  0.00
H -3.6071 -1.3486 0.2508  0.00
C -1.9266 2.2083 -3.1338  0.00
C -1.3637 3.3990 -2.3687  0.00
C -1.6908 3.3690 -0.8664  0.00
C -0.9788 4.5206 -0.0987  0.00
C -1.2116 5.9188 -0.6552  0.00
C -3.1932 3.5090 -0.6768  0.00
O -3.8324 4.3742 -1.2196  0.00
N -3.8074 2.6276 0.2012  0.00
C -3.2541 1.4731 0.7297  0.01
O -3.9023 0.7469 1.4519  0.00
N -1.9322 1.2188 0.4183  0.04
C -1.1847 2.0767 -0.2823  0.01
O 0.0194 1.7389 -0.4247  0.06
H -1.6697 2.2689 -4.1908  0.00
H -3.0167 2.1702 -3.0689  0.00
H -1.5289 1.2596 -2.7594  0.00
H -1.7760 4.3244 -2.7670  0.00
H -0.2783 3.4489 -2.4705  0.00
H 0.0859 4.2798 -0.1225  0.00
H -1.2847 4.4794 0.9515  0.00
H -0.7691 6.0333 -1.6449  0.00
H -0.7356 6.6497 -0.0012  0.00
H -2.2696 6.1653 -0.7263  0.00
H -4.7900 2.7789 0.3857  0.00
C 1.0748 -1.0350 -2.3055  0.01
P 1.3299 -1.1802 -0.5156  0.03
C 1.4489 -2.9495 -0.1394  0.00
C 2.1385 -3.3593 1.0024  0.00
C 2.1292 -4.6922 1.3877  0.00
C 1.4282 -5.6278 0.6362  0.00
C 0.7449 -5.2281 -0.5033  0.00
C 0.7544 -3.8930 -0.8898  0.00
C 2.9648 -0.4842 -0.1892  0.01
C 4.1334 -1.1646 -0.5360  0.00
C 5.3693 -0.5851 -0.2980  0.00
C 5.4472 0.6756 0.2852  0.00
C 4.2909 1.3596 0.6273  0.00
C 3.0504 0.7814 0.3894  0.00
H 1.8646 -1.5696 -2.8336  0.00
H 1.1125 0.0261 -2.5520  0.00
H 0.1024 -1.4252 -2.6058  0.00
H 2.7052 -2.6394 1.5829  0.00
H 2.6778 -5.0030 2.2676  0.00
H 1.4261 -6.6686 0.9324  0.00
H 0.2073 -5.9554 -1.0977  0.00
H 0.2119 -3.5968 -1.7791  0.00
H 4.0809 -2.1509 -0.9830  0.00
H 6.2738 -1.1152 -0.5651  0.00
H 6.4140 1.1259 0.4692  0.00
H 4.3507 2.3427 1.0752  0.00
H 2.1504 1.3366 0.6271  0.00